Density functional theory data (ωB97M-V with the def2-TZVPD basis set) for C39H45N5P2Sn as an isolated structure at a distorted geometry.

The geometry in XYZ format:
```
92
C39H45N5P2Sn ωB97M-V with the def2-TZVPD basis set
Sn -0.675 -3.025 1.966
C -0.842 3.113 3.203
C -1.107 2.097 2.382
C -0.554 1.725 1.030
C 0.652 0.783 1.017
C 1.894 1.338 1.630
C 2.142 2.593 2.045
C 1.285 3.809 1.922
C 0.260 4.092 3.059
C 1.140 -2.566 3.118
H -1.417 3.201 4.124
H -1.729 1.248 2.762
H -0.349 2.624 0.441
H -1.365 1.169 0.531
H 0.407 -0.212 1.445
H 0.853 0.564 -0.044
H 2.728 0.633 1.628
H 3.153 2.810 2.446
H 0.815 3.937 0.937
H 1.998 4.643 2.000
H 0.809 4.146 4.008
H -0.195 5.069 2.856
H 0.921 -2.484 4.193
H 1.634 -1.662 2.736
H 1.700 -3.492 2.924
P 1.632 -1.295 -3.554
P -1.662 -0.876 -3.404
N 2.972 -0.149 -3.734
N 2.437 -2.500 -4.673
N -1.775 0.898 -3.514
N -3.291 -1.166 -4.132
C 0.657 -0.483 -4.917
C -0.762 -1.066 -5.007
C 3.819 0.234 -2.693
C 4.835 1.045 -3.189
C 4.615 1.175 -4.597
C 3.463 0.453 -4.893
C 2.713 -3.807 -4.268
C 3.152 -4.548 -5.364
C 3.151 -3.668 -6.493
C 2.729 -2.423 -6.035
C -1.461 1.688 -2.400
C -1.417 3.029 -2.775
C -1.687 3.079 -4.178
C -1.864 1.764 -4.607
C -4.084 -0.474 -5.050
C -5.226 -1.219 -5.335
C -5.098 -2.462 -4.626
C -3.891 -2.418 -3.940
H 1.121 -0.586 -5.913
H 0.631 0.597 -4.689
H -1.288 -0.598 -5.857
H -0.719 -2.150 -5.208
H 3.601 -0.091 -1.695
H 5.650 1.480 -2.625
H 5.222 1.703 -5.323
H 2.940 0.377 -5.829
H 2.562 -4.088 -3.236
H 3.457 -5.589 -5.368
H 3.430 -3.893 -7.515
H 2.604 -1.506 -6.593
H -1.304 1.211 -1.448
H -1.238 3.877 -2.122
H -1.764 3.961 -4.802
H -2.027 1.398 -5.609
H -3.794 0.491 -5.425
H -6.047 -0.910 -5.968
H -5.801 -3.279 -4.626
H -3.393 -3.145 -3.323
C 0.070 2.975 7.468
C 0.961 2.631 6.435
C 0.684 1.541 5.619
C -0.493 0.759 5.803
C -1.331 1.091 6.906
C -1.049 2.171 7.735
N -0.798 -0.232 4.903
C -1.353 -1.402 5.295
C -1.242 -1.896 6.634
C -1.430 -3.253 6.908
C -1.816 -4.121 5.866
C -2.249 -3.580 4.636
C -2.038 -2.231 4.327
H 0.258 3.866 8.068
H 1.875 3.208 6.267
H 1.335 1.266 4.785
H -2.208 0.473 7.091
H -1.693 2.388 8.595
H -1.003 -1.188 7.439
H -1.299 -3.607 7.939
H -1.801 -5.207 6.023
H -2.796 -4.199 3.919
H -2.543 -1.677 3.532
```

energy	-2683.680452	Ha
largest force on an atom	4.292	eV Å⁻¹

=====

Density functional theory data (ωB97M-V with the def2-TZVPD basis set) for C39H46AuN4OSTe as an isolated structure at a distorted geometry.

The geometry in XYZ format:
```
93
C39H46AuN4OSTe ωB97M-V with the def2-TZVPD basis set
Au 0.054 -0.418 -0.015
N -0.372 -1.673 -1.961
C 0.883 -1.978 -2.671
C 1.745 -0.724 -2.739
N 2.118 -0.326 -1.375
H -0.886 -2.523 -1.756
H -0.972 -1.099 -2.543
H 0.704 -2.361 -3.677
H 1.416 -2.745 -2.105
H 1.159 0.087 -3.178
H 2.611 -0.904 -3.380
H 2.498 0.612 -1.361
H 2.836 -0.943 -1.007
C 2.132 7.844 -2.913
C 1.131 6.776 -2.595
C 1.355 5.450 -2.951
C 0.429 4.457 -2.669
C 0.699 3.036 -3.089
C -0.767 4.835 -2.043
Te -2.300 3.418 -1.830
N -0.762 1.465 -0.337
C -1.453 2.159 0.518
O -1.460 3.441 0.588
C -2.567 1.455 1.283
C -2.757 1.719 2.635
C -3.886 1.224 3.272
C -4.828 0.495 2.559
C -4.638 0.240 1.209
C -3.503 0.717 0.567
C -3.786 4.512 -2.853
C -5.010 4.767 -2.223
C -5.284 4.392 -0.791
C -5.994 5.426 -2.949
C -5.790 5.819 -4.266
C -6.848 6.543 -5.038
C -4.569 5.513 -4.876
C -3.560 4.862 -4.197
C -2.266 4.532 -4.899
C -1.000 6.148 -1.606
C -2.224 6.539 -0.823
C -0.038 7.097 -1.906
H 2.950 7.461 -3.518
H 2.545 8.263 -1.994
H 1.653 8.663 -3.451
H 2.268 5.184 -3.471
H 1.772 2.860 -3.159
H 0.268 2.838 -4.075
H 0.277 2.337 -2.361
H -2.046 2.334 3.174
H -4.033 1.426 4.325
H -5.721 0.137 3.053
H -5.372 -0.330 0.653
H -3.352 0.523 -0.489
H -4.507 3.740 -0.379
H -6.240 3.878 -0.706
H -5.330 5.285 -0.165
H -6.944 5.635 -2.472
H -7.718 6.759 -4.424
H -7.162 5.950 -5.898
H -6.452 7.483 -5.426
H -4.414 5.782 -5.915
H -2.397 4.548 -5.978
H -1.912 3.533 -4.618
H -1.487 5.251 -4.638
H -2.609 5.694 -0.250
H -3.008 6.910 -1.485
H -1.981 7.334 -0.119
H -0.197 8.120 -1.583
N -0.224 -0.485 2.096
S 0.757 -1.243 3.131
C 0.608 -2.974 2.694
C 0.031 -3.815 3.632
C -0.116 -5.163 3.330
C 0.317 -5.650 2.107
C 0.875 -4.793 1.165
C 1.025 -3.448 1.457
C 2.449 -0.916 2.580
C 3.465 -1.840 2.775
C 4.761 -1.498 2.417
C 5.033 -0.241 1.895
C 4.009 0.678 1.713
C 2.707 0.344 2.062
H -0.683 0.298 2.548
H -0.306 -3.428 4.585
H -0.553 -5.829 4.060
H 0.229 -6.706 1.891
H 1.202 -5.180 0.209
H 1.477 -2.766 0.745
H 3.255 -2.815 3.196
H 5.563 -2.210 2.557
H 6.050 0.031 1.645
H 4.221 1.664 1.320
H 1.905 1.061 1.941
```

energy	-2609.199668	Ha
net charge	+2
energy relative to the best compared isomer or geometry (same formula, charge and spin)	93.1	kcal/mol
spin multiplicity	2
largest force on an atom	2.879	eV Å⁻¹

=====

Density functional theory data (ωB97M-V with the def2-TZVPD basis set) for C39H46BInN2O7S as an isolated structure at a distorted geometry.

The geometry in XYZ format:
```
97
C39H46BInN2O7S ωB97M-V with the def2-TZVPD basis set
In 0.114 -0.185 0.550
O -1.916 3.241 1.900
C -1.330 2.437 1.170
O -0.511 1.524 1.603
C -1.580 2.489 -0.317
C -2.501 3.455 -0.742
C -2.792 3.563 -2.087
C -2.154 2.703 -2.980
C -2.391 2.811 -4.393
C -1.745 1.988 -5.280
C -0.845 1.019 -4.741
C -0.551 0.974 -3.387
C -1.212 1.759 -2.453
N -0.953 1.667 -1.127
H -2.990 4.088 -0.003
H -3.528 4.271 -2.457
H -3.053 3.630 -4.703
H -1.925 2.023 -6.357
H -0.336 0.295 -5.415
H 0.251 0.359 -2.941
C 4.217 -0.224 4.440
C 2.765 0.164 4.400
C 2.061 -0.243 5.683
O 2.155 -0.595 3.284
B 1.926 0.290 2.282
O 2.288 1.591 2.498
C 2.508 1.710 3.977
C 3.695 2.652 4.161
C 1.193 2.271 4.532
H 4.350 -1.299 4.625
H 4.716 0.305 5.281
H 4.751 0.012 3.502
H 2.369 -1.251 5.915
H 0.984 -0.139 5.641
H 2.438 0.366 6.520
H 4.600 2.273 3.681
H 3.891 2.812 5.221
H 3.440 3.624 3.711
H 0.393 1.582 4.233
H 0.958 3.253 4.087
H 1.217 2.365 5.609
O -0.732 -1.565 2.265
S -2.260 -1.674 2.636
C -2.339 -2.551 4.274
C -3.100 -3.855 4.128
C -3.166 -4.278 2.625
C -2.993 -3.066 1.703
H -2.862 -1.822 4.903
H -1.331 -2.671 4.646
H -4.090 -3.704 4.529
H -2.623 -4.640 4.712
H -4.108 -4.769 2.449
H -2.385 -5.017 2.406
H -3.941 -2.658 1.404
H -2.313 -3.224 0.847
C -4.523 -3.377 -4.159
C -4.643 -2.019 -3.855
C -3.764 -1.458 -2.967
C -2.804 -2.246 -2.310
C -2.732 -3.618 -2.574
C -3.550 -4.157 -3.570
C -1.942 -1.494 -1.392
C -0.681 -1.717 -0.925
C 0.190 -2.837 -1.288
C 0.850 -3.515 -0.255
C 1.705 -4.588 -0.518
C 1.925 -4.984 -1.838
C 1.198 -4.399 -2.890
C 0.396 -3.314 -2.603
H -5.222 -3.841 -4.845
H -5.402 -1.435 -4.385
H -3.738 -0.379 -2.789
H -2.023 -4.239 -2.008
H -3.381 -5.212 -3.842
H -2.470 -0.593 -1.056
H 0.734 -3.167 0.769
H 2.211 -5.077 0.305
H 2.662 -5.786 -2.045
H 1.262 -4.808 -3.934
H -0.196 -2.848 -3.413
O 3.869 1.139 -2.186
C 2.791 1.464 -1.469
O 2.261 0.729 -0.627
C 2.318 2.908 -1.732
N 2.661 3.293 -3.124
C 2.572 4.761 -3.172
C 2.976 5.231 -1.743
C 2.999 3.990 -0.847
H 1.201 3.004 -1.553
H 2.120 2.803 -3.851
H 3.967 1.914 -2.815
H 1.500 4.986 -3.378
H 3.242 5.211 -3.952
H 2.269 6.022 -1.423
H 3.952 5.694 -1.821
H 2.480 4.095 0.097
H 4.038 3.726 -0.664
```

energy	-2763.149202	Ha
energy relative to the best compared isomer or geometry (same formula, charge and spin)	0.0	kcal/mol
largest force on an atom	3.075	eV Å⁻¹

=====

Repeat the third record exactly.
Density functional theory data (ωB97M-V with the def2-TZVPD basis set) for C39H46BInN2O7S as an isolated structure at a distorted geometry.

The geometry in XYZ format:
```
97
C39H46BInN2O7S ωB97M-V with the def2-TZVPD basis set
In 0.114 -0.185 0.550
O -1.916 3.241 1.900
C -1.330 2.437 1.170
O -0.511 1.524 1.603
C -1.580 2.489 -0.317
C -2.501 3.455 -0.742
C -2.792 3.563 -2.087
C -2.154 2.703 -2.980
C -2.391 2.811 -4.393
C -1.745 1.988 -5.280
C -0.845 1.019 -4.741
C -0.551 0.974 -3.387
C -1.212 1.759 -2.453
N -0.953 1.667 -1.127
H -2.990 4.088 -0.003
H -3.528 4.271 -2.457
H -3.053 3.630 -4.703
H -1.925 2.023 -6.357
H -0.336 0.295 -5.415
H 0.251 0.359 -2.941
C 4.217 -0.224 4.440
C 2.765 0.164 4.400
C 2.061 -0.243 5.683
O 2.155 -0.595 3.284
B 1.926 0.290 2.282
O 2.288 1.591 2.498
C 2.508 1.710 3.977
C 3.695 2.652 4.161
C 1.193 2.271 4.532
H 4.350 -1.299 4.625
H 4.716 0.305 5.281
H 4.751 0.012 3.502
H 2.369 -1.251 5.915
H 0.984 -0.139 5.641
H 2.438 0.366 6.520
H 4.600 2.273 3.681
H 3.891 2.812 5.221
H 3.440 3.624 3.711
H 0.393 1.582 4.233
H 0.958 3.253 4.087
H 1.217 2.365 5.609
O -0.732 -1.565 2.265
S -2.260 -1.674 2.636
C -2.339 -2.551 4.274
C -3.100 -3.855 4.128
C -3.166 -4.278 2.625
C -2.993 -3.066 1.703
H -2.862 -1.822 4.903
H -1.331 -2.671 4.646
H -4.090 -3.704 4.529
H -2.623 -4.640 4.712
H -4.108 -4.769 2.449
H -2.385 -5.017 2.406
H -3.941 -2.658 1.404
H -2.313 -3.224 0.847
C -4.523 -3.377 -4.159
C -4.643 -2.019 -3.855
C -3.764 -1.458 -2.967
C -2.804 -2.246 -2.310
C -2.732 -3.618 -2.574
C -3.550 -4.157 -3.570
C -1.942 -1.494 -1.392
C -0.681 -1.717 -0.925
C 0.190 -2.837 -1.288
C 0.850 -3.515 -0.255
C 1.705 -4.588 -0.518
C 1.925 -4.984 -1.838
C 1.198 -4.399 -2.890
C 0.396 -3.314 -2.603
H -5.222 -3.841 -4.845
H -5.402 -1.435 -4.385
H -3.738 -0.379 -2.789
H -2.023 -4.239 -2.008
H -3.381 -5.212 -3.842
H -2.470 -0.593 -1.056
H 0.734 -3.167 0.769
H 2.211 -5.077 0.305
H 2.662 -5.786 -2.045
H 1.262 -4.808 -3.934
H -0.196 -2.848 -3.413
O 3.869 1.139 -2.186
C 2.791 1.464 -1.469
O 2.261 0.729 -0.627
C 2.318 2.908 -1.732
N 2.661 3.293 -3.124
C 2.572 4.761 -3.172
C 2.976 5.231 -1.743
C 2.999 3.990 -0.847
H 1.201 3.004 -1.553
H 2.120 2.803 -3.851
H 3.967 1.914 -2.815
H 1.500 4.986 -3.378
H 3.242 5.211 -3.952
H 2.269 6.022 -1.423
H 3.952 5.694 -1.821
H 2.480 4.095 0.097
H 4.038 3.726 -0.664
```

energy	-2763.149202	Ha
energy relative to the best compared isomer or geometry (same formula, charge and spin)	0.0	kcal/mol
largest force on an atom	3.075	eV Å⁻¹

=====

- What is the formula in the third record?
  C39H46BInN2O7S

=====

- The highest energy belongs to which entry?
  C39H46AuN4OSTe

=====

- largest force on an atom of number 1 (C39H45N5P2Sn)?
  4.292 eV Å⁻¹